{
  "formula": "C39H57BaGeN5O7S",
  "method": "ωB97M-V/def2-TZVPD",
  "symbols": ["Ba", "C", "C", "C", "C", "O", "Ge", "O", "C", "C", "C", "C", "O", "C", "C", "C", "C", "H", "H", "H", "H", "H", "H", "H", "H", "H", "H", "H", "H", "H", "H", "H", "H", "H", "H", "H", "H", "H", "H", "H", "H", "H", "H", "H", "C", "C", "C", "C", "C", "C", "C", "C", "C", "C", "H", "H", "H", "H", "H", "H", "H", "H", "H", "H", "H", "H", "H", "H", "C", "C", "O", "N", "C", "C", "C", "C", "C", "C", "N", "H", "H", "H", "H", "H", "H", "H", "H", "H", "H", "O", "S", "O", "O", "C", "N", "C", "C", "C", "N", "C", "C", "C", "N", "C", "C", "H", "H", "H", "H", "H", "H"],
  "coordinates": [[-1.0103, -0.0265, -0.5141], [-4.2400, 2.6247, -2.8169], [-3.9029, 2.0522, -1.4492], [-4.3871, 2.9858, -0.3541], [-4.5276, 0.6765, -1.2880], [-2.4741, 1.8984, -1.2639], [-1.2341, 2.1108, -2.6788], [0.1357, 2.0837, -1.1681], [1.1019, 3.1245, -1.0152], [2.4939, 2.5486, -1.2349], [0.9209, 3.7198, 0.3923], [0.8952, 4.3012, -1.9657], [-1.1182, 0.1919, -2.8880], [-0.8194, -0.4748, -4.1480], [0.1630, -1.5902, -3.8290], [-0.2112, 0.4928, -5.1519], [-2.1190, -1.0471, -4.6838], [-5.3206, 2.7377, -2.9166], [-3.7844, 3.6056, -2.9641], [-3.9067, 1.9640, -3.6229], [-5.4652, 3.1441, -0.4197], [-4.1695, 2.5607, 0.6307], [-3.8939, 3.9567, -0.4354], [-5.6125, 0.7102, -1.4084], [-4.1246, -0.0207, -2.0279], [-4.3189, 0.2833, -0.2877], [2.6381, 1.6187, -0.6897], [2.6187, 2.3224, -2.2954], [3.2773, 3.2526, -0.9447], [0.3436, 1.8631, 1.0155], [1.7530, 4.3545, 0.6896], [-0.0068, 4.2872, 0.4333], [1.0301, 3.9828, -2.9993], [-0.1030, 4.7338, -1.8689], [1.6301, 5.0842, -1.7634], [1.1114, -1.1790, -3.4727], [-0.2435, -2.2612, -3.0650], [0.3701, -2.1895, -4.7175], [0.6677, 0.9922, -4.7334], [0.1072, -0.0500, -6.0436], [-0.9242, 1.2570, -5.4665], [-2.5113, -1.7990, -3.9972], [-2.8629, -0.2553, -4.8018], [-1.9655, -1.5174, -5.6572], [-0.3095, -4.1172, 1.9436], [-0.3173, -4.5750, 0.4916], [1.0090, -4.2305, -0.1942], [-1.4877, -4.0347, -0.3106], [-2.3835, -3.0863, 0.1708], [-3.4734, -2.6610, -0.5894], [-3.7147, -3.1648, -1.8597], [-4.9226, -2.7471, -2.6568], [-2.8074, -4.1058, -2.3514], [-1.7277, -4.5301, -1.5969], [0.4948, -4.6098, 2.4904], [-1.2470, -4.3432, 2.4555], [-0.1316, -3.0386, 2.0169], [-0.4131, -5.6650, 0.4827], [1.1233, -3.1481, -0.2832], [1.0697, -4.6568, -1.1968], [1.8561, -4.6089, 0.3807], [-2.2828, -2.7071, 1.1834], [-4.1876, -1.9705, -0.1539], [-4.6749, -1.9772, -3.3925], [-5.7027, -2.3463, -2.0091], [-5.3409, -3.5913, -3.2048], [-2.9707, -4.5369, -3.3332], [-1.0671, -5.2895, -2.0014], [-3.1842, -0.2058, 3.4980], [-2.3668, 0.7296, 2.6720], [-1.7279, 0.3365, 1.6730], [-2.3239, 2.0203, 3.0090], [-1.6049, 3.0378, 2.2364], [-0.1324, 3.1338, 2.5513], [0.4137, 3.7006, 3.6449], [1.7984, 3.6090, 3.9294], [2.5991, 2.7502, 3.1302], [2.1079, 2.2061, 2.0087], [0.7914, 2.6443, 1.5033], [-3.5621, -1.0044, 2.8642], [-4.0111, 0.2984, 3.9942], [-2.5391, -0.6568, 4.2560], [-2.7911, 2.3004, 3.8568], [-2.0831, 3.9895, 2.4637], [-1.7700, 2.8460, 1.1717], [-0.2503, 4.1791, 4.3553], [2.2115, 4.0896, 4.8037], [3.5989, 2.4693, 3.4420], [2.6049, 1.4834, 1.3853], [5.1403, 0.2684, 5.7259], [6.3354, -0.5677, 5.7599], [7.5417, 0.1108, 6.1691], [6.1295, -1.8927, 6.3152], [6.5847, -0.9392, 4.0163], [7.8058, -1.1777, 3.5031], [7.8609, -1.4772, 2.2143], [6.7462, -1.5415, 1.3821], [5.5459, -1.2956, 2.0118], [5.4652, -1.0027, 3.2944], [4.2034, -1.2284, 1.3540], [3.1016, -1.1543, 2.2076], [1.8604, -0.9652, 1.6635], [1.6364, -0.7887, 0.3549], [2.6837, -0.9265, -0.4688], [3.9708, -1.1716, -0.0176], [8.8502, -1.6626, 1.8072], [6.8389, -1.7827, 0.3319], [3.2640, -1.2184, 3.2766], [0.9929, -0.8788, 2.3143], [2.4891, -0.7980, -1.5292], [4.7832, -1.2363, -0.7304]],
  "forces_ev_per_a": [[0.635, -2.540, 0.133], [-0.049, 0.033, -0.141], [0.351, -0.056, 0.080], [-0.068, 0.089, 0.147], [-0.078, -0.159, 0.016], [-0.493, 0.410, -0.325], [0.331, 0.789, -0.300], [-0.142, 0.425, -0.695], [-0.029, 0.242, 0.372], [0.126, -0.090, -0.194], [0.066, -0.728, 0.392], [-0.005, -0.031, -0.196], [0.035, 0.168, -1.441], [-0.091, 0.385, 0.349], [0.096, -0.106, 0.056], [0.117, 0.053, -0.093], [-0.128, -0.052, -0.044], [0.000, 0.001, 0.024], [0.001, -0.019, 0.017], [0.007, 0.003, 0.027], [0.005, -0.017, -0.021], [0.026, 0.040, -0.059], [0.003, -0.042, 0.011], [0.018, 0.013, 0.000], [0.013, 0.039, -0.011], [0.008, 0.039, 0.002], [-0.022, 0.102, 0.068], [-0.001, -0.011, -0.066], [-0.074, -0.032, 0.015], [0.178, 0.187, 0.173], [-0.015, 0.017, 0.022], [-0.079, 0.022, -0.018], [-0.003, 0.016, -0.054], [0.022, -0.022, 0.030], [-0.031, -0.058, 0.043], [-0.030, 0.019, -0.007], [-0.027, 0.030, -0.017], [0.006, 0.004, 0.009], [-0.034, -0.024, -0.006], [-0.010, -0.013, 0.009], [0.006, -0.025, 0.041], [0.012, 0.030, 0.001], [0.033, -0.011, -0.005], [0.002, -0.004, 0.019], [0.040, 0.082, 0.061], [-0.016, -0.009, -0.061], [0.017, 0.031, -0.038], [-0.045, -0.011, -0.155], [0.002, 0.033, 0.167], [-0.066, -0.033, 0.055], [0.021, -0.003, -0.015], [0.014, -0.017, 0.006], [-0.019, 0.003, -0.038], [0.046, 0.030, 0.027], [0.008, -0.010, -0.019], [0.024, -0.013, -0.039], [-0.040, -0.034, -0.009], [-0.035, -0.022, 0.030], [-0.024, -0.058, 0.011], [-0.021, 0.011, 0.021], [-0.015, -0.023, 0.020], [0.043, 0.005, -0.037], [0.026, -0.003, 0.009], [0.014, -0.020, 0.027], [0.028, -0.001, -0.003], [0.015, -0.011, 0.012], [0.003, 0.002, 0.012], [-0.018, 0.013, -0.008], [0.061, -0.122, 0.171], [0.153, 1.073, 0.079], [-0.571, 0.044, 1.717], [-0.557, -0.766, 0.022], [0.992, 0.220, 0.091], [-0.813, -0.753, -0.514], [1.551, 0.025, 0.567], [-0.151, 0.197, 0.108], [-0.685, 0.821, 0.776], [-0.272, -0.786, -0.420], [-0.018, 0.949, -1.206], [-0.033, 0.005, -0.009], [0.021, -0.022, 0.017], [-0.038, 0.000, -0.004], [-0.017, 0.041, -0.043], [-0.121, -0.006, 0.046], [-0.083, -0.064, 0.061], [-0.002, 0.068, 0.031], [-0.055, -0.069, -0.006], [-0.034, 0.065, -0.007], [-0.048, 0.104, 0.029], [0.374, -0.125, 1.013], [0.352, -0.692, -2.546], [-0.368, 0.133, 0.794], [-0.159, 0.625, 0.776], [0.223, -0.545, -2.316], [-0.688, 0.349, 1.232], [0.125, -0.032, -0.391], [0.326, -0.073, 0.385], [-0.798, 0.195, -0.707], [0.928, 0.277, 1.727], [-0.278, -0.162, 0.126], [0.488, -0.289, -0.088], [-0.672, 0.281, -0.100], [0.229, -0.315, -0.087], [-0.059, 0.066, 0.253], [0.241, 0.187, 0.058], [-0.023, -0.001, 0.091], [-0.029, 0.026, 0.068], [-0.220, 0.053, -0.170], [0.061, 0.005, -0.071], [0.009, -0.036, 0.055], [-0.035, -0.010, -0.008]],
  "fmax_ha_per_bohr": 0.052,
  "spin_multiplicity": 2,
  "orbital_gap_ev": [5.2, 1.7],
  "charge": 1,
  "relative_energy_kcal_mol": 23.4
}